C19H20N4O3S | wB97M-V/def2-TZVPD

Output
E_tot: -1578.93411 Ha
HOMO-LUMO gap: 0.307 hartree
relative energy (zero: lowest compared OMol25 entry of this formula, charge and spin): 3.6449 eV
HOMO: -0.3108 Ha
structure (SMILES): CNc1nc(CCc2ccc(NC(C)=O)cc2)nc2sc(C(=O)O)c(C)c12

```
! wB97M-V def2-TZVPD RIJCOSX def2/J DEFGRID3
* xyz 0 1
O 1.02 0.38 7.83
O -0.05 -2.62 -4.63
N -0.62 2.16 2.70
N 0.14 0.80 1.02
O 1.70 -1.66 7.21
S 0.18 1.54 5.30
C 1.24 -0.44 6.94
C -0.19 -1.74 -5.51
C 0.98 -0.01 5.59
C 1.24 -0.54 4.39
C -0.53 1.87 1.39
C 0.10 1.41 3.58
C 0.73 0.01 1.83
C -1.22 -0.35 -2.84
C -0.76 1.69 -3.99
C -1.67 0.40 -1.80
C -1.15 2.46 -2.91
C 0.69 0.27 3.21
C -0.73 0.28 -3.97
C -1.63 1.78 -1.79
N -0.17 -0.35 -5.18
N 1.49 -0.97 1.16
C -0.30 -2.16 -6.99
C 2.15 -1.72 4.17
C 0.82 -2.16 0.78
C -1.05 2.91 0.37
C -2.12 2.54 -0.60
H 1.71 -1.75 8.15
H -1.22 -1.39 -2.79
H -0.50 2.21 -4.93
H -1.91 -0.15 -0.84
H -1.12 3.60 -2.92
H -0.09 0.26 -6.00
H 2.01 -0.49 0.42
H 0.06 -1.41 -7.76
H 0.31 -3.04 -7.29
H -1.36 -2.26 -7.25
H 2.57 -1.92 5.19
H 1.67 -2.62 3.78
H 2.88 -1.56 3.43
H 0.89 -2.22 -0.32
H -0.29 -2.15 0.98
H 1.31 -3.14 1.14
H -1.45 3.79 0.94
H -0.20 3.24 -0.21
H -2.89 1.84 -0.10
H -2.69 3.39 -0.88
*
```

List of Löwdin charges in e, atom by atom:
1. O 0.06
2. O 0.02
3. N 0.14
4. N 0.19
5. O 0.14
6. S 1.13
7. C -0.53
8. C -0.45
9. C -0.38
10. C -0.19
11. C -0.28
12. C -0.52
13. C -0.29
14. C -0.03
15. C -0.04
16. C -0.05
17. C -0.04
18. C -0.11
19. C -0.19
20. C -0.26
21. N 0.11
22. N -0.05
23. C -0.02
24. C -0.02
25. C -0.13
26. C -0.12
27. C -0.18
28. H 0.12
29. H 0.09
30. H 0.11
31. H 0.13
32. H 0.14
33. H 0.13
34. H 0.13
35. H 0.08
36. H 0.08
37. H 0.08
38. H 0.09
39. H 0.08
40. H 0.06
41. H 0.08
42. H 0.10
43. H 0.09
44. H 0.13
45. H 0.12
46. H 0.15
47. H 0.10



C19H20N4O4S | wB97M-V/def2-TZVPD

Output
E_tot: -1654.20041 Ha
HOMO-LUMO gap: 0.311 hartree
relative energy (zero: lowest compared OMol25 entry of this formula, charge and spin): 1.2571 eV
HOMO: -0.3062 Ha
structure (SMILES): Cc1ccc(C(=O)Nc2ccc3cn[nH]c3c2)cc1S(=O)(=O)N1CCOCC1

```
! wB97M-V def2-TZVPD RIJCOSX def2/J DEFGRID3
* xyz 0 1
C 3.63 2.69 -0.50
C 2.19 2.36 -0.29
C 1.72 1.07 -0.47
C 0.39 0.74 -0.28
C -0.52 1.72 0.09
C -0.06 3.02 0.29
C 1.27 3.33 0.10
H 1.61 4.35 0.25
H -0.77 3.77 0.61
C -1.98 1.45 0.33
O -2.62 2.12 1.11
N -2.47 0.42 -0.41
C -3.77 -0.11 -0.42
C -4.78 0.38 0.39
C -6.02 -0.23 0.27
N -7.20 0.00 0.91
N -8.16 -0.83 0.49
C -7.64 -1.62 -0.41
C -6.27 -1.30 -0.62
C -5.23 -1.78 -1.43
C -4.00 -1.17 -1.32
H -3.18 -1.52 -1.93
H -5.39 -2.59 -2.11
H -8.23 -2.37 -0.89
H -7.40 0.69 1.61
H -4.60 1.19 1.07
H -1.83 -0.03 -1.05
H 0.12 -0.30 -0.42
S 2.81 -0.26 -0.96
O 2.02 -1.46 -1.04
O 3.56 0.11 -2.12
N 3.88 -0.29 0.34
C 3.33 -0.91 1.53
H 2.28 -0.65 1.60
C 3.50 -2.44 1.48
O 4.85 -2.79 1.25
C 5.32 -2.25 0.03
C 5.23 -0.72 0.05
H 5.50 -0.31 -0.93
H 5.89 -0.31 0.82
H 6.35 -2.58 -0.07
H 4.71 -2.63 -0.80
H 3.23 -2.89 2.44
H 2.87 -2.84 0.68
H 3.87 -0.51 2.39
H 3.78 3.77 -0.54
H 4.22 2.28 0.32
H 3.99 2.23 -1.42
*
```

List of Löwdin charges in e, atom by atom:
1. C -0.04
2. C -0.23
3. C -0.21
4. C -0.01
5. C -0.11
6. C 0.01
7. C -0.01
8. H 0.12
9. H 0.12
10. C -0.41
11. O 0.08
12. N 0.14
13. C -0.21
14. C 0.06
15. C -0.19
16. N 0.03
17. N 0.04
18. C -0.10
19. C -0.17
20. C -0.03
21. C -0.03
22. H 0.11
23. H 0.11
24. H 0.11
25. H 0.16
26. H 0.10
27. H 0.13
28. H 0.11
29. S 0.69
30. O -0.29
31. O -0.28
32. N -0.24
33. C -0.16
34. H 0.12
35. C -0.19
36. O -0.12
37. C -0.18
38. C -0.17
39. H 0.12
40. H 0.13
41. H 0.13
42. H 0.13
43. H 0.13
44. H 0.11
45. H 0.14
46. H 0.08
47. H 0.09
48. H 0.07



C19H20N4O4S2 | wB97M-V/def2-TZVPD

Output
E_tot: -2052.43509 Ha
HOMO-LUMO gap: 0.319 hartree
relative energy (zero: lowest compared OMol25 entry of this formula, charge and spin): 0.9421 eV
HOMO: -0.3046 Ha
structure (SMILES): C=CCn1c(SCC(=O)NC(=O)NCc2ccco2)nc2sc(CC)cc2c1=O

```
! wB97M-V def2-TZVPD RIJCOSX def2/J DEFGRID3
* xyz 0 1
C -1.62 -4.25 4.95
C -0.82 -3.37 4.38
C -0.29 -3.51 2.99
N -0.91 -2.54 2.10
C -0.44 -1.27 2.01
N -0.95 -0.34 1.26
C -2.04 -0.68 0.54
C -2.62 -1.94 0.54
C -3.74 -2.02 -0.32
C -3.99 -0.85 -0.96
S -2.86 0.41 -0.52
C -5.05 -0.56 -1.97
C -4.44 -0.44 -3.37
H -5.22 -0.23 -4.10
H -3.95 -1.37 -3.65
H -3.71 0.36 -3.40
H -5.55 0.38 -1.72
H -5.78 -1.36 -1.95
H -4.31 -2.92 -0.45
C -2.05 -2.97 1.37
O -2.44 -4.12 1.48
S 0.99 -0.86 2.95
C 1.15 0.92 2.64
C 1.97 1.20 1.39
O 3.12 1.58 1.45
N 1.28 0.99 0.25
C 1.71 1.10 -1.10
O 0.93 0.83 -1.98
N 2.98 1.48 -1.25
H 3.53 1.70 -0.42
C 3.56 1.74 -2.55
C 4.02 3.16 -2.67
C 5.26 3.71 -2.56
C 5.09 5.10 -2.71
C 3.76 5.30 -2.89
O 3.10 4.13 -2.87
H 3.17 6.18 -3.05
H 5.86 5.86 -2.69
H 6.19 3.19 -2.40
H 4.40 1.07 -2.73
H 2.77 1.54 -3.29
H 0.31 0.66 0.35
H 0.15 1.34 2.57
H 1.68 1.31 3.51
H 0.79 -3.37 2.96
H -0.55 -4.50 2.59
H -0.52 -2.47 4.90
H -2.00 -4.12 5.95
H -1.93 -5.14 4.43
*
```

List of Löwdin charges in e, atom by atom:
1. C 0.03
2. C -0.16
3. C -0.18
4. N 0.02
5. C -0.55
6. N 0.02
7. C -0.51
8. C -0.15
9. C -0.05
10. C -0.52
11. S 1.13
12. C -0.27
13. C -0.10
14. H 0.07
15. H 0.08
16. H 0.07
17. H 0.11
18. H 0.11
19. H 0.13
20. C -0.36
21. O 0.09
22. S 1.05
23. C -0.33
24. C -0.52
25. O 0.07
26. N 0.18
27. C -0.51
28. O 0.08
29. N 0.10
30. H 0.12
31. C -0.08
32. C -0.27
33. C -0.03
34. C -0.07
35. C -0.12
36. O 0.06
37. H 0.12
38. H 0.10
39. H 0.11
40. H 0.13
41. H 0.13
42. H 0.10
43. H 0.09
44. H 0.09
45. H 0.09
46. H 0.13
47. H 0.08
48. H 0.06
49. H 0.07



C19H20N4O5S | wB97M-V/def2-TZVPD

Output
E_tot: -1729.34429 Ha
HOMO-LUMO gap: 0.286 hartree
relative energy (zero: lowest compared OMol25 entry of this formula, charge and spin): 4.6119 eV
HOMO: -0.3176 Ha
structure (SMILES): CC(C)[C@H]1Oc2c(cc(S(C)(=O)=O)cc2C2=CN(C)C(=O)[C@H]3N=NC=C23)NC1=O

```
! wB97M-V def2-TZVPD RIJCOSX def2/J DEFGRID3
* xyz 0 1
O -3.16 -2.57 3.81
O 2.53 4.13 -0.62
O 0.62 -3.18 -3.97
O 2.80 -2.12 -4.38
N 0.95 -1.94 4.15
N -0.28 -1.73 4.58
O 0.54 1.48 0.81
C -2.43 -2.01 2.99
C 1.90 3.09 -0.59
C 1.02 -1.66 2.81
C -0.70 -1.13 0.99
C -2.03 -1.28 0.72
C -0.20 -1.34 2.34
C 0.48 -1.68 -1.10
C 2.05 -0.16 -2.15
C 0.83 0.53 -0.17
C 0.21 -0.73 -0.10
C 1.77 0.80 -1.19
C 1.48 -1.44 -2.07
N 2.40 2.03 -1.29
N -2.89 -1.80 1.67
C -1.17 -1.29 3.48
C -4.15 -2.32 1.17
C -0.45 5.10 0.17
C -1.14 3.03 -1.14
C 0.80 2.86 0.52
C -0.54 3.55 0.19
C 2.73 -3.94 -2.45
S 1.86 -2.66 -3.38
H 1.92 -1.81 2.22
H -2.38 -1.07 -0.28
H -0.06 -2.63 -1.15
H 2.72 0.08 -2.95
H 3.07 2.27 -2.01
H -1.47 -0.25 3.66
H -4.14 -2.27 0.08
H -4.94 -1.64 1.54
H -4.34 -3.35 1.45
H 0.23 5.42 -0.67
H -0.06 5.44 1.13
H -1.41 5.56 0.06
H -0.39 3.22 -1.94
H -1.23 1.93 -1.17
H -2.06 3.49 -1.40
H 1.18 3.29 1.45
H -1.24 3.30 1.01
H 3.32 -3.50 -1.65
H 3.44 -4.44 -3.12
H 2.01 -4.67 -2.06
*
```

List of Löwdin charges in e, atom by atom:
1. O 0.09
2. O 0.08
3. O -0.33
4. O -0.34
5. N 0.05
6. N 0.07
7. O 0.02
8. C -0.32
9. C -0.38
10. C -0.07
11. C -0.13
12. C 0.01
13. C -0.14
14. C 0.01
15. C 0.01
16. C -0.12
17. C -0.11
18. C -0.16
19. C -0.25
20. N 0.17
21. N -0.07
22. C -0.16
23. C -0.03
24. C -0.06
25. C -0.04
26. C -0.16
27. C -0.34
28. C -0.14
29. S 0.69
30. H 0.12
31. H 0.14
32. H 0.13
33. H 0.12
34. H 0.17
35. H 0.19
36. H 0.09
37. H 0.11
38. H 0.10
39. H 0.10
40. H 0.08
41. H 0.07
42. H 0.09
43. H 0.08
44. H 0.07
45. H 0.16
46. H 0.14
47. H 0.07
48. H 0.07
49. H 0.07



C19H20N4Sr | wB97M-V/def2-TZVPD

Output
E_tot: -985.35481 Ha
HOMO-LUMO gap: 0.352 hartree
relative energy (zero: lowest compared OMol25 entry of this formula, charge and spin): 0.0537 eV
HOMO: -0.5737 Ha

```
! wB97M-V def2-TZVPD RIJCOSX def2/J DEFGRID3
* xyz 2 1
Sr -0.48 0.12 0.14
C 1.93 -1.31 2.06
C 1.00 -2.46 2.45
C 0.11 -3.06 1.39
C -0.36 -4.35 1.55
C -1.17 -4.92 0.58
C -1.49 -4.19 -0.55
C -0.99 -2.92 -0.65
N -0.21 -2.34 0.30
N 1.34 0.05 1.88
C 0.74 0.58 3.13
C -0.66 0.08 3.44
C -1.05 -0.22 4.73
C -2.35 -0.65 4.96
C -3.22 -0.79 3.89
C -2.76 -0.47 2.64
N -1.51 -0.04 2.40
C 2.43 0.96 1.43
C 1.96 2.26 0.81
C 2.70 3.42 0.96
C 2.31 4.56 0.28
C 1.19 4.53 -0.53
C 0.49 3.35 -0.62
N 0.86 2.22 0.03
H 2.71 -1.24 2.83
H 2.44 -1.56 1.13
H 1.66 -3.26 2.80
H 0.40 -2.21 3.33
H -0.08 -4.91 2.44
H -1.53 -5.94 0.70
H -2.10 -4.60 -1.35
H -1.21 -2.32 -1.54
H 1.39 0.38 3.99
H 0.70 1.67 3.04
H -0.35 -0.11 5.55
H -2.67 -0.89 5.97
H -4.24 -1.13 4.03
H -3.42 -0.55 1.78
H 3.12 1.18 2.25
H 3.02 0.42 0.69
H 3.58 3.42 1.60
H 2.88 5.48 0.38
H 0.86 5.40 -1.08
H -0.40 3.29 -1.23
*
```

List of Löwdin charges in e, atom by atom:
1. Sr 1.61
2. C -0.16
3. C -0.09
4. C -0.26
5. C 0.01
6. C -0.01
7. C -0.03
8. C -0.15
9. N -0.07
10. N -0.28
11. C -0.10
12. C -0.28
13. C 0.00
14. C 0.00
15. C -0.02
16. C -0.11
17. N -0.05
18. C -0.12
19. C -0.27
20. C 0.01
21. C 0.00
22. C -0.02
23. C -0.11
24. N -0.07
25. H 0.14
26. H 0.13
27. H 0.14
28. H 0.12
29. H 0.13
30. H 0.13
31. H 0.13
32. H 0.11
33. H 0.14
34. H 0.14
35. H 0.13
36. H 0.13
37. H 0.13
38. H 0.12
39. H 0.14
40. H 0.14
41. H 0.13
42. H 0.13
43. H 0.13
44. H 0.12



C19H20N6OS | wB97M-V/def2-TZVPD

Output
E_tot: -1537.87454 Ha
HOMO-LUMO gap: 0.274 hartree
relative energy (zero: lowest compared OMol25 entry of this formula, charge and spin): 5.4661 eV
HOMO: -0.2814 Ha
structure (SMILES): CCCn1c(=O)ccc2c(-c3cnc(-c4ccc(N(C)C)nc4)s3)n[nH]c21

```
! wB97M-V def2-TZVPD RIJCOSX def2/J DEFGRID3
* xyz 0 1
O 6.44 1.22 -1.87
N 1.68 3.82 -0.26
N -2.01 1.79 0.32
N -4.68 -1.14 1.77
S 0.08 0.10 -0.05
C 5.33 1.52 -1.65
C 1.55 2.52 -0.62
C -1.64 0.50 0.37
C -0.87 2.49 0.08
C 4.35 0.51 -2.07
C 3.06 0.69 -1.78
C 0.25 1.84 -0.36
C 2.78 2.01 -1.16
C 3.75 2.97 -0.89
C -3.85 -0.30 1.14
C -4.26 -2.38 1.84
C -2.99 -2.89 1.49
C -2.04 -2.02 0.98
C -2.51 -0.65 0.75
N 3.00 4.09 -0.43
N -5.17 -3.26 2.41
N 5.09 2.83 -1.36
C -5.92 -4.10 1.52
C -5.73 -2.82 3.70
C 5.92 3.20 1.66
C 6.16 3.69 -0.79
C 6.84 3.17 0.47
H -0.91 3.55 0.24
H 4.67 -0.41 -2.58
H 2.41 -0.22 -1.92
H -4.30 0.71 0.89
H -2.78 -3.91 1.69
H -0.96 -2.29 0.85
H 3.46 5.00 -0.18
H -5.85 -5.13 1.98
H -7.01 -3.74 1.58
H -5.51 -4.03 0.48
H -4.99 -2.44 4.39
H -6.43 -2.05 3.44
H -6.08 -3.74 4.12
H 5.99 4.18 2.02
H 6.12 2.42 2.45
H 4.85 3.21 1.42
H 5.73 4.67 -0.54
H 6.89 3.81 -1.63
H 7.19 2.16 0.35
H 7.78 3.74 0.59
*
```

List of Löwdin charges in e, atom by atom:
1. O 0.10
2. N 0.08
3. N 0.07
4. N 0.14
5. S 1.05
6. C -0.50
7. C -0.24
8. C -0.48
9. C -0.20
10. C 0.00
11. C -0.01
12. C -0.43
13. C -0.11
14. C -0.15
15. C -0.06
16. C -0.36
17. C 0.00
18. C -0.02
19. C -0.19
20. N 0.02
21. N -0.26
22. N 0.06
23. C -0.09
24. C -0.04
25. C -0.10
26. C -0.13
27. C -0.24
28. H 0.11
29. H 0.13
30. H 0.11
31. H 0.13
32. H 0.10
33. H 0.10
34. H 0.17
35. H 0.09
36. H 0.10
37. H 0.10
38. H 0.08
39. H 0.07
40. H 0.08
41. H 0.04
42. H 0.10
43. H 0.06
44. H 0.12
45. H 0.14
46. H 0.10
47. H 0.12



C19H20O3P2S3 | wB97M-V/def2-TZVPD

Output
E_tot: -2839.03345 Ha
HOMO-LUMO gap: 0.285 hartree
HOMO: -0.3224 Ha
structure (SMILES): Cc1cc2c(c([PH2]=S)c1S)C(=O)c1c(ccc(P(C)O)c1CCCS)C2=O

```
! wB97M-V def2-TZVPD RIJCOSX def2/J DEFGRID3
* xyz 0 1
C 5.00 -3.57 0.46
C 3.96 -2.49 0.33
C 2.92 -2.66 -0.57
C 1.91 -1.71 -0.68
C 1.96 -0.55 0.08
C 3.01 -0.32 0.97
P 2.94 1.17 2.00
S 1.46 1.13 3.28
C 4.01 -1.31 1.10
S 5.29 -1.11 2.31
C 0.84 0.43 -0.14
O 1.05 1.62 -0.21
C -0.51 -0.18 -0.34
C -0.54 -1.36 -1.09
C -1.74 -2.01 -1.34
C -2.90 -1.48 -0.79
C -2.89 -0.31 -0.03
P -4.46 0.29 0.75
C -5.05 1.37 -0.62
O -5.44 -1.02 0.57
C -1.68 0.38 0.19
C -1.66 1.65 1.01
C -1.41 2.99 0.28
C -1.71 2.99 -1.21
S -1.12 4.52 -2.04
C 0.75 -1.93 -1.59
O 0.84 -2.55 -2.63
H 5.35 -3.66 1.49
H 5.86 -3.36 -0.18
H 4.59 -4.52 0.14
H 2.86 -3.56 -1.18
H 4.19 1.27 2.59
H 2.89 2.25 1.11
H 6.33 -1.37 1.50
H -1.76 -2.91 -1.92
H -3.82 -2.03 -0.94
H -4.28 1.49 -1.38
H -5.94 0.96 -1.10
H -5.27 2.35 -0.20
H -5.58 -1.30 -0.34
H -2.60 1.71 1.55
H -0.88 1.55 1.78
H -2.04 3.75 0.75
H -0.38 3.29 0.45
H -2.78 2.99 -1.38
H -1.24 2.16 -1.72
H -0.32 4.94 -1.06
*
```

List of Löwdin charges in e, atom by atom:
1. C -0.07
2. C -0.26
3. C 0.05
4. C -0.07
5. C -0.09
6. C -0.34
7. P 0.41
8. S 0.16
9. C -0.52
10. S 0.82
11. C -0.28
12. O 0.08
13. C -0.04
14. C -0.08
15. C 0.01
16. C -0.05
17. C -0.28
18. P 0.91
19. C -0.25
20. O -0.34
21. C -0.15
22. C -0.15
23. C -0.26
24. C -0.57
25. S 0.70
26. C -0.28
27. O 0.13
28. H 0.06
29. H 0.09
30. H 0.08
31. H 0.13
32. H -0.06
33. H -0.01
34. H -0.10
35. H 0.12
36. H 0.09
37. H 0.02
38. H 0.04
39. H 0.03
40. H 0.04
41. H 0.06
42. H 0.06
43. H 0.11
44. H 0.08
45. H 0.04
46. H 0.06
47. H -0.15



C19H20O5 | wB97M-V/def2-TZVPD

Output
E_tot: -1112.14545 Ha
HOMO-LUMO gap: 0.301 hartree
relative energy (zero: lowest compared OMol25 entry of this formula, charge and spin): 1.9179 eV
HOMO: -0.2957 Ha
structure (SMILES): COc1ccc(/C=C/C(=O)c2ccc(OC)cc2OC)c(OC)c1

```
! wB97M-V def2-TZVPD RIJCOSX def2/J DEFGRID3
* xyz 0 1
C -4.76 -2.12 5.13
H -5.64 -2.11 4.48
O -3.63 -2.61 4.45
C -3.20 -1.94 3.35
C -3.77 -0.78 2.85
C -3.26 -0.18 1.70
C -2.16 -0.74 1.03
C -1.58 -1.89 1.57
C -2.08 -2.49 2.70
H -1.64 -3.38 3.10
H -0.75 -2.34 1.06
C -1.69 -0.15 -0.21
C -0.45 -0.25 -0.71
C -0.11 0.39 -1.99
O -0.96 0.79 -2.77
C 1.34 0.48 -2.33
C 1.69 0.36 -3.67
C 3.00 0.42 -4.09
C 4.00 0.63 -3.15
C 3.67 0.79 -1.81
C 2.35 0.72 -1.38
O 1.97 0.91 -0.09
C 2.95 1.23 0.87
H 2.41 1.37 1.80
H 3.68 0.43 0.98
H 3.47 2.16 0.62
H 4.48 0.97 -1.12
O 5.33 0.70 -3.43
C 5.75 0.57 -4.77
H 5.33 1.36 -5.40
H 6.84 0.66 -4.75
H 5.48 -0.41 -5.18
H 3.23 0.30 -5.14
H 0.89 0.21 -4.38
H 0.33 -0.78 -0.20
H -2.41 0.43 -0.77
O -3.89 0.95 1.24
C -3.15 2.15 1.38
H -3.04 2.42 2.44
H -3.73 2.92 0.87
H -2.16 2.07 0.93
H -4.62 -0.31 3.32
H -4.59 -1.12 5.53
H -4.94 -2.82 5.95
*
```

List of Löwdin charges in e, atom by atom:
1. C -0.09
2. H 0.10
3. O -0.08
4. C -0.27
5. C 0.06
6. C -0.23
7. C -0.15
8. C -0.01
9. C 0.00
10. H 0.12
11. H 0.11
12. C -0.01
13. C 0.00
14. C -0.36
15. O 0.08
16. C -0.09
17. C 0.00
18. C -0.02
19. C -0.27
20. C 0.06
21. C -0.21
22. O -0.09
23. C -0.07
24. H 0.10
25. H 0.10
26. H 0.10
27. H 0.12
28. O -0.08
29. C -0.09
30. H 0.10
31. H 0.09
32. H 0.10
33. H 0.10
34. H 0.12
35. H 0.11
36. H 0.13
37. O -0.10
38. C -0.07
39. H 0.10
40. H 0.10
41. H 0.09
42. H 0.12
43. H 0.10
44. H 0.09